The following is a quantum chemistry calculation of the molecule C22H31N3O3, from the OMol25 dataset.

## Properties
Energy above the lowest of the compared OMol25 structures with the same formula, charge and spin = 146.57 kJ/mol
SMILES = C[C@@H]1C[C@H](C)CN(CCCNC(=O)COc2cc(=O)n(C)c3ccccc23)C1
Total charge = 0
HOMO = -8.2 eV

Structure (XYZ):
```
59
Properties=species:S:1:pos:R:3:forces:R:3
C -0.8783 -2.0405 -3.0338 -0.06 0.11 0.25
C -1.0780 -2.0163 -1.5235 0.32 -0.24 -0.31
C -1.4071 -3.3987 -0.9615 -0.21 0.47 0.24
C -1.5771 -3.3240 0.5558 0.22 -0.39 0.03
C -1.8503 -4.7001 1.1543 0.01 0.31 -0.07
H -1.9891 -4.6315 2.2312 -0.03 -0.07 0.14
H -1.0174 -5.3724 0.9581 0.09 -0.12 -0.01
H -2.7479 -5.1322 0.7182 -0.09 -0.10 -0.02
C -0.3224 -2.7015 1.1753 -0.40 0.11 -0.02
N -0.0950 -1.3913 0.6040 0.07 -0.08 -0.02
C 0.1709 -1.4858 -0.8166 -0.44 0.10 -0.08
H 0.4176 -0.4943 -1.1991 0.10 0.01 -0.03
H 1.0146 -2.1630 -1.0380 0.04 0.01 -0.06
C 0.7689 -0.5251 1.3663 0.21 0.01 0.27
H 0.2919 -0.3940 2.3444 0.05 0.08 -0.05
C 2.2287 -0.9733 1.6106 -0.26 0.19 -0.29
H 2.5839 -0.4839 2.5216 0.03 -0.05 0.09
H 2.2528 -2.0486 1.7882 0.08 -0.03 0.10
C 3.2021 -0.6425 0.4821 0.15 -0.32 0.00
N 3.2251 0.7792 0.2187 -0.03 -0.08 0.44
C 3.4240 1.3001 -1.0037 -0.10 0.50 0.24
O 3.6942 0.6556 -1.9916 0.11 -0.08 -0.35
C 3.2723 2.8313 -1.0233 0.24 -0.16 -0.41
O 2.2357 3.2630 -0.1656 -0.47 0.11 0.19
C 0.9696 2.8612 -0.4562 -0.12 -0.14 -0.33
C 0.5840 2.2376 -1.5931 0.60 0.22 0.10
C -0.7786 1.8242 -1.8261 -0.19 0.10 0.16
O -1.1508 1.3047 -2.8651 0.13 -0.07 -0.20
N -1.6727 2.0355 -0.7798 -0.07 -0.18 -0.28
C -1.3231 2.6662 0.3843 0.43 0.33 0.45
C -2.2533 2.8839 1.4107 -0.09 -0.05 -0.08
C -1.8866 3.5303 2.5692 0.09 0.01 -0.02
C -0.5838 3.9831 2.7527 0.01 0.04 0.10
C 0.3473 3.7750 1.7636 -0.04 -0.07 -0.12
C -0.0017 3.1202 0.5786 -0.07 0.05 0.17
H 1.3640 4.1169 1.8786 0.07 0.03 0.03
H -0.3091 4.4919 3.6636 0.03 0.05 0.07
H -2.6227 3.6884 3.3432 -0.08 0.00 0.04
H -3.2707 2.5487 1.3006 -0.08 -0.05 -0.05
C -3.0224 1.5500 -0.9723 -0.25 -0.16 -0.19
H -3.0515 1.0883 -1.9592 -0.06 0.06 0.19
H -3.7404 2.3707 -0.9403 -0.01 -0.01 0.04
H -3.2720 0.8059 -0.2149 -0.02 0.03 0.03
H 1.2636 2.0018 -2.3957 0.09 -0.02 -0.06
H 4.1844 3.2917 -0.6328 -0.12 -0.05 -0.08
H 3.1211 3.1682 -2.0537 -0.01 -0.11 0.12
H 3.0424 1.3993 0.9935 -0.03 0.06 -0.16
H 2.9309 -1.1350 -0.4533 0.06 0.00 0.10
H 4.2085 -0.9816 0.7629 -0.13 -0.05 -0.13
H 0.7694 0.4493 0.8699 -0.02 0.02 0.09
H -0.4594 -2.5915 2.2546 0.04 -0.05 0.03
H 0.5294 -3.3856 1.0044 0.01 -0.03 0.04
H -2.4213 -2.6629 0.7774 0.04 0.03 0.01
H -2.3209 -3.7828 -1.4197 -0.02 -0.08 -0.06
H -0.5955 -4.0904 -1.2026 0.08 -0.10 -0.05
H -1.9059 -1.3406 -1.2886 0.01 0.05 0.05
H -1.7468 -2.4742 -3.5245 -0.08 -0.07 -0.11
H -0.7428 -1.0280 -3.4051 0.04 0.06 -0.11
H -0.0028 -2.6307 -3.2967 0.11 -0.12 -0.07
```
Forces are in eV/Å.